ORCA calculation (wB97M-V/def2-TZVPD) on a cluster of 2 separate species, C11H11ClN2O in total at a distorted geometry.

The energy above the lowest of the compared OMol25 structures with the same formula, charge and spin comes out at 6.497 eV. As for the structure (SMILES): O=N/N=C(/Cl)c1ccccc1.CC#CC. The value obtained for the total energy is -29128.9200 eV. The value obtained for the HOMO energy (alpha / beta) is -8.1 / -8.0 eV.

Last column: Löwdin charge in e.
Element x y z (Å)
H  1.650  2.697  -0.328  0.0831
H  -0.945  0.943  1.736  0.1369
H  3.809  -1.648  0.296  0.0499
H  3.586  -2.047  -1.201  0.0457
H  0.155  1.766  -0.416  0.0526
H  1.095  2.188  -2.048  0.0947
O  1.886  0.829  3.070  -0.0103
Cl  0.354  -2.840  0.684  0.7232
C  -1.683  0.608  0.923  -0.0439
C  -3.533  0.557  -0.695  -0.0815
H  -4.404  1.066  -1.030  0.0958
H  -3.048  2.243  0.668  0.1239
C  2.697  -0.224  -0.718  -0.1094
C  3.728  -1.212  -0.634  -0.1005
H  4.674  -0.758  -0.818  0.0825
C  1.984  0.729  -0.841  -0.1100
C  -1.991  -1.315  -0.445  -0.0458
C  -1.318  -0.673  0.573  -0.3005
C  -3.110  -0.701  -1.073  -0.0640
H  -3.633  -1.253  -1.867  0.1108
C  -2.759  1.231  0.257  -0.0672
N  0.435  -0.654  2.165  0.0658
H  -1.834  -2.357  -0.760  0.0950
C  -0.232  -1.291  1.246  -0.6173
C  1.131  1.933  -0.945  -0.0922
N  1.305  0.183  2.200  -0.1172

ORCA calculation (wB97M-V/def2-TZVPD) on a structure of composition C11H11CoNO6 at a distorted geometry.

As for the expectation value of S²: 3.789. The total charge is +2. The value obtained for the total energy is -62964.8016 eV. The value obtained for the HOMO energy (alpha / beta) is -13.1 / -18.7 eV. Its spin multiplicity is 4.

Last column: Löwdin charge in e.
Element x y z (Å)
C  -1.697  -0.198  -2.969  -0.0859
H  0.148  -1.552  3.790  0.1502
H  -0.980  -1.503  2.414  0.1368
C  0.307  0.721  0.233  -0.3094
O  2.893  -0.009  -2.716  0.2236
C  0.021  1.222  -3.455  -0.1921
C  -0.163  -0.966  2.910  -0.1426
H  -0.267  2.619  0.825  0.1416
H  1.165  -1.094  -0.104  0.1600
H  -1.631  2.158  2.619  0.1424
C  -1.147  1.249  2.240  -0.1475
O  -2.798  -0.014  -2.696  0.2493
H  1.799  -0.250  2.357  0.1706
O  0.172  1.061  -0.966  0.1433
O  -0.002  -1.359  -6.101  0.2742
H  0.177  0.907  3.892  0.1317
C  -0.018  -2.027  -2.440  -0.0960
C  0.010  -1.080  -4.983  0.0097
O  -0.088  -3.053  -1.923  0.2420
H  0.954  1.901  1.903  0.1522
C  1.787  -0.212  -2.993  -0.0868
N  0.710  -0.530  0.609  0.2601
C  -0.634  0.399  3.377  -0.1863
H  1.508  -1.959  1.924  0.1591
H  -1.883  0.689  1.638  0.1385
H  -1.455  0.263  4.081  0.1401
C  1.044  -0.955  1.989  -0.0759
O  0.005  2.375  -3.531  0.2347
C  0.024  1.706  1.347  -0.0573
Co  0.041  -0.508  -3.271  0.1202

ORCA calculation (wB97M-V/def2-TZVPD) on the molecule C11H11N at a distorted geometry.

The energy above the lowest of the compared OMol25 structures with the same formula, charge and spin comes out at 1.327 eV. As for the expectation value of S²: 2.008. The value obtained for the total energy is -13066.8061 eV. The value obtained for the HOMO energy (alpha / beta) is -5.0 / -8.3 eV. Its spin multiplicity is 3.

Last column: Löwdin charge in e.
Element x y z (Å)
C  -0.058  -1.889  -0.448  0.0085
H  -0.561  -2.207  -1.290  0.0848
C  0.358  1.620  -0.083  -0.0389
C  0.881  -0.675  -0.701  -0.2574
H  0.803  -1.079  1.779  0.1240
H  0.242  -2.578  0.283  0.0920
H  -0.282  2.517  0.018  0.1187
C  2.606  0.808  -0.007  -0.0538
C  1.641  1.881  -0.090  -0.0921
C  -0.002  0.216  0.151  -0.3214
H  2.874  -1.352  -0.297  0.1204
C  -1.003  -0.852  0.350  -0.2706
N  -3.318  1.340  -0.818  0.1721
H  -0.497  0.014  2.393  0.1036
C  -2.562  -0.821  0.275  -0.0055
C  -3.086  0.239  -0.356  -0.1562
H  0.879  -0.370  -1.734  0.1597
H  3.537  1.079  0.290  0.0670
C  2.224  -0.468  -0.251  -0.0850
C  -0.116  -0.489  1.531  0.0267
H  -3.050  -1.522  0.811  0.0507
H  -3.538  1.767  -1.709  0.0797
H  2.027  2.823  -0.096  0.0732

ORCA calculation (wB97M-V/def2-TZVPD) on the molecule C11H11N3 at a distorted geometry.

The energy above the lowest of the compared OMol25 structures with the same formula, charge and spin comes out at 6.750 eV. The value obtained for the total energy is -16049.3150 eV. The value obtained for the HOMO energy (alpha / beta) is -6.7 / -6.7 eV.

Last column: Löwdin charge in e.
Element x y z (Å)
N  2.995  0.088  -0.427  0.0149
H  -1.854  -2.963  1.649  0.0752
N  0.881  -1.045  -0.938  0.0148
H  -3.255  0.919  0.681  0.0856
C  0.548  -0.776  0.440  -0.1446
H  2.857  -1.142  -1.912  0.0826
H  1.786  2.857  1.160  0.0954
C  -0.321  0.433  0.482  -0.1660
H  3.621  1.737  0.596  0.1182
H  -2.235  -1.809  -1.059  0.1548
C  2.280  -0.707  -1.179  -0.1077
C  1.540  1.895  0.772  -0.0893
H  -1.954  1.938  -0.066  0.0508
C  -2.599  1.102  -0.177  -0.0293
C  -0.614  -1.747  0.671  -0.2622
C  -0.256  -1.213  -1.591  0.0495
N  -0.984  -2.397  1.689  0.1623
H  1.464  -0.738  1.048  0.1717
C  2.653  1.206  0.218  -0.1752
H  -0.250  -1.260  -2.586  0.0949
H  -3.290  1.185  -1.117  0.1151
C  -1.535  0.050  -0.177  -0.1567
C  -1.363  -1.376  -0.577  -0.1641
H  -0.384  2.202  1.449  0.0999
C  0.270  1.561  0.951  -0.0906